101
Properties=species:S:1:pos:R:3:forces:R:3 method="wB97M-V/def2-TZVPD" lumo_energy_ev=0.77 homo_ev=-4.41 total_charge=-1 orbital_gap_ev=5.1817
C -0.056 -3.652 3.421 -0.1 -0.4 -0.7
C 1.336 -4.067 2.921 -0.3 -0.2 -0.1
P 2.122 -2.874 1.765 0.2 1.6 0.6
C 3.946 -3.141 1.952 -0.1 -0.8 0.3
C 4.501 -2.257 3.060 -0.3 -0.1 0.1
C 1.560 -3.195 0.008 0.0 0.1 -1.7
C 2.255 -4.279 -0.813 -0.1 -0.6 1.1
C 2.140 -5.704 -0.309 -0.1 -0.3 -1.2
C 0.739 -6.268 -0.344 -0.4 0.4 0.2
F 2.728 -5.865 0.937 0.1 0.1 0.6
O 0.149 -3.265 0.114 0.6 0.0 0.4
B -0.232 -1.807 0.393 -1.1 1.0 -0.8
O 0.946 -0.974 -0.039 -0.2 -0.7 0.2
C 1.688 -1.865 -0.843 -0.2 1.5 1.1
C 3.103 -1.288 -0.996 -0.1 0.3 0.3
C 3.426 -0.199 -0.011 -0.7 -0.3 -0.2
O 4.481 -0.186 0.555 1.4 0.2 0.7
C 1.010 -1.905 -2.251 0.9 -0.9 -0.1
O 0.456 -0.664 -2.596 0.1 -0.1 0.0
C -0.908 -0.661 -2.904 -0.5 0.3 -0.2
H -0.778 -3.965 2.671 -0.2 0.2 -0.2
H -0.310 -4.204 4.320 0.0 0.0 0.4
H -0.187 -2.582 3.551 0.1 0.0 0.2
H 1.996 -4.109 3.788 0.4 0.1 0.0
H 1.262 -5.088 2.552 0.2 0.3 -0.2
H 4.152 -4.168 2.255 0.0 -0.3 -0.3
H 4.483 -2.947 1.028 -0.1 0.0 -0.2
H 3.969 -2.450 3.989 -0.1 0.0 0.2
H 5.543 -2.495 3.253 0.3 0.1 -0.1
H 4.375 -1.209 2.826 0.1 0.3 -0.1
H 3.314 -4.038 -0.800 0.3 0.1 -0.1
H 1.953 -4.290 -1.861 -0.3 0.1 -0.1
H 2.744 -6.321 -0.975 0.2 -0.1 0.0
H 0.599 -7.038 0.403 0.1 -0.4 0.0
H -0.026 -5.515 -0.177 0.1 0.2 0.1
H 0.574 -6.665 -1.338 -0.1 -0.3 -0.2
H -1.147 -1.494 -0.368 -0.2 -0.3 0.0
H -0.650 -1.580 1.509 0.4 -0.1 0.3
H 3.244 -0.835 -1.977 -0.1 0.1 -0.2
H 3.899 -2.014 -0.885 0.0 -0.2 -0.1
H 2.698 0.595 0.188 -0.3 0.0 -0.3
H 0.328 -2.749 -2.337 -0.5 0.2 0.1
H 1.811 -2.099 -2.971 0.1 -0.2 -0.2
H -1.369 0.229 -2.481 0.0 0.2 0.2
H -1.097 -0.629 -3.981 0.3 -0.1 -0.2
H -1.454 -1.505 -2.505 0.1 -0.3 0.3
C 0.938 -7.893 5.389 0.0 0.0 -0.1
Br 0.808 -6.376 6.572 0.0 0.0 -0.1
Br -0.625 -9.019 5.504 0.0 0.0 0.0
Br 1.298 -7.347 3.580 0.0 -0.4 0.3
H 1.779 -8.483 5.721 0.0 0.0 0.0
C -0.072 0.133 6.079 0.1 0.1 -0.2
Br 0.041 -1.491 7.117 0.0 0.0 0.0
Br 0.754 -0.058 4.356 0.0 -0.1 0.0
Br -1.895 0.745 5.906 0.3 -0.1 0.1
H 0.473 0.893 6.621 0.0 0.0 0.1
C -0.541 2.998 -4.697 0.3 -0.1 0.1
Br -2.033 1.883 -5.175 -0.1 0.2 -0.1
Br 1.140 2.164 -5.112 0.0 0.0 0.0
Br -0.692 4.754 -5.488 0.1 -1.3 0.5
H -0.575 3.129 -3.624 0.0 0.0 0.0
C 7.766 -1.685 -0.850 -0.1 0.1 0.0
Br 6.444 -3.006 -1.300 0.2 -0.1 -0.1
Br 9.557 -2.330 -1.170 -0.1 0.0 0.0
Br 7.438 -0.018 -1.755 0.0 -0.1 0.0
H 7.678 -1.496 0.210 0.0 0.0 0.0
C -5.545 1.360 3.995 0.0 0.1 -0.1
Br -6.225 -0.383 3.535 0.0 0.1 0.0
Br -5.063 1.450 5.863 -0.3 0.1 0.0
Br -4.090 1.887 2.854 -0.1 -0.1 0.1
H -6.349 2.066 3.842 0.0 0.0 0.0
C -4.210 -4.208 -1.782 0.3 0.1 0.0
Br -4.236 -5.525 -3.200 0.0 0.0 0.0
Br -5.370 -4.724 -0.325 0.0 0.0 -0.1
Br -2.428 -3.826 -1.176 -0.2 -0.2 0.1
H -4.615 -3.296 -2.196 -0.1 0.0 0.0
C -4.136 5.122 -3.504 0.0 0.0 0.0
Br -4.283 7.020 -3.201 -0.3 -0.1 0.1
Br -4.282 4.122 -1.866 0.0 0.1 -0.1
Br -5.394 4.513 -4.830 0.1 0.1 0.0
H -3.145 4.941 -3.901 0.0 0.0 0.0
C -0.997 9.394 -2.603 0.0 0.0 0.1
Br -2.064 9.332 -1.001 0.1 0.0 -0.1
Br -0.791 7.666 -3.427 0.3 -0.4 1.6
Br -1.687 10.653 -3.883 -0.3 0.1 0.1
H -0.010 9.732 -2.317 0.0 0.0 0.0
C -0.760 8.359 -6.312 0.0 0.3 -0.8
Br -2.194 7.079 -6.422 -0.4 1.1 -0.7
Br 0.959 7.522 -6.562 0.0 0.3 -0.1
Br -1.019 9.838 -7.524 0.0 -0.1 0.0
H -0.774 8.763 -5.309 0.0 0.1 -0.7
C -8.846 0.321 6.478 0.0 0.0 0.0
Br -9.081 2.229 6.632 0.0 -0.1 0.0
Br -8.898 -0.541 8.199 0.0 0.0 -0.1
Br -10.113 -0.454 5.252 0.1 0.0 0.1
H -7.859 0.153 6.066 0.0 0.0 0.0
C 1.816 13.108 -4.563 0.0 -0.2 0.0
Br 0.765 13.392 -2.978 0.1 0.2 0.0
Br 1.938 11.219 -4.927 0.1 0.0 -0.2
Br 1.148 14.117 -6.062 0.0 -0.1 0.1
H 2.820 13.454 -4.367 0.0 0.0 0.0

=====

68
Properties=species:S:1:pos:R:3:forces:R:3 method="wB97M-V/def2-TZVPD" lumo_energy_ev="2.78 / 2.74" homo_ev="-0.14 / -3.93" total_charge=-1 s_squared=6.018 orbital_gap_ev="2.9207 / 6.6730" spin_multiplicity=5
Rh 0.251 0.007 0.503 -1.6 0.1 1.9
Cl 1.081 -0.045 -1.649 1.6 0.0 -1.9
N 0.185 2.033 0.070 -1.5 2.1 -0.6
N 0.090 -2.021 0.130 -1.6 -2.1 -0.5
C -0.489 2.663 -0.867 0.8 -1.2 1.3
C -0.574 -2.643 -0.823 0.9 1.2 1.4
C 1.263 2.909 0.580 -0.2 -0.4 -0.1
C 1.322 3.972 -0.513 -0.1 0.2 -0.7
C 2.574 2.164 0.776 0.3 0.1 -0.3
C 0.837 3.468 1.934 -0.2 0.2 0.1
H 2.993 1.855 -0.184 0.0 -0.2 0.1
H 2.438 1.283 1.414 0.0 0.2 -0.1
H 3.280 2.840 1.275 0.0 -0.2 -0.1
H -0.047 4.106 1.818 0.0 -0.2 0.1
H 1.649 4.082 2.344 -0.1 0.0 0.0
H 0.622 2.641 2.624 0.0 0.2 -0.2
C 1.138 -2.914 0.669 -0.2 0.3 -0.1
C 1.196 -3.995 -0.409 -0.1 -0.2 -0.6
C 0.677 -3.455 2.022 -0.2 -0.2 0.0
C 2.463 -2.196 0.882 0.3 -0.1 -0.2
H 2.923 -1.945 -0.077 0.0 0.2 0.1
H 3.131 -2.867 1.438 0.0 0.2 -0.1
H 2.324 -1.280 1.472 0.0 -0.2 -0.1
H -0.247 -4.036 1.902 0.1 0.2 0.1
H 0.513 -2.621 2.718 0.0 -0.2 -0.2
H 1.451 -4.121 2.430 -0.1 0.1 0.0
O 0.020 -3.748 -1.244 0.6 -1.5 0.0
H 1.109 -5.021 -0.020 0.0 0.3 -0.1
H 2.087 -3.908 -1.052 -0.3 0.0 0.2
O 0.120 3.752 -1.316 0.5 1.4 0.0
H 2.191 3.853 -1.176 -0.3 0.0 0.2
H 1.269 5.004 -0.138 0.1 -0.3 -0.1
C -1.850 2.391 -1.440 -0.4 0.2 0.0
C -1.910 -2.346 -1.437 -0.3 -0.2 0.0
C -1.980 -1.162 -2.366 0.1 -0.8 -1.7
H -2.610 -2.180 -0.606 0.0 0.0 -0.1
H -2.231 -3.249 -1.968 0.2 -0.1 0.2
C -2.598 0.028 -1.959 0.4 0.0 1.7
C -1.959 1.206 -2.368 0.2 0.8 -1.7
H -3.439 0.039 -1.267 0.3 0.0 0.5
C -1.457 1.234 -3.681 -0.1 0.1 1.3
C -1.283 0.015 -4.342 -0.4 0.1 -0.6
C -1.122 2.516 -4.377 0.5 0.2 -0.1
C -1.481 -1.199 -3.680 -0.1 -0.1 1.3
H -0.896 0.014 -5.361 -0.2 0.0 0.1
C -1.169 -2.481 -4.377 0.5 -0.2 -0.2
H -0.983 -2.260 -5.432 0.0 -0.2 0.0
H -1.999 -3.194 -4.327 0.0 0.0 0.1
H -0.278 -2.976 -3.971 0.0 0.0 0.0
H -1.951 3.236 -4.337 0.1 -0.1 0.0
H -0.925 2.290 -5.431 0.0 0.2 0.1
H -0.231 3.005 -3.957 -0.1 0.0 -0.1
H -2.174 3.302 -1.958 0.2 0.1 0.2
H -2.529 2.236 -0.589 0.1 0.0 -0.1
C -2.310 1.326 2.451 -0.1 0.1 -0.1
C -1.535 0.136 3.030 0.1 0.0 0.3
C -1.539 0.281 4.563 -0.1 0.0 0.0
C -2.311 -1.146 2.693 0.0 -0.1 -0.1
O -0.212 0.095 2.577 0.1 -0.1 -0.3
H -3.332 1.348 2.853 0.1 0.1 0.0
H -2.391 1.241 1.360 0.1 0.1 0.1
H -1.807 2.266 2.713 -0.1 -0.2 -0.2
H -2.584 0.313 4.902 0.2 0.0 0.2
H -1.024 -0.566 5.034 -0.1 0.1 -0.1
H -1.035 1.207 4.868 -0.1 -0.1 -0.1
H -2.446 -1.248 1.609 0.1 0.0 0.1
H -1.769 -2.023 3.070 -0.2 0.1 -0.1
H -3.313 -1.112 3.144 0.2 -0.1 0.0

=====

78
Properties=species:S:1:pos:R:3:forces:R:3 method="wB97M-V/def2-TZVPD" lumo_energy_ev=-0.01 homo_ev=-8.44 total_charge=0 orbital_gap_ev=8.4313
C -2.843 -4.099 4.689 0.1 0.3 0.4
C -2.515 -2.816 4.012 -0.1 0.3 -0.2
I -2.233 -1.169 5.314 -0.1 -0.2 -0.3
C -2.421 -2.612 2.708 0.0 -0.5 -0.4
I -2.749 -4.130 1.279 0.1 0.2 0.2
O -2.133 -1.408 2.105 0.0 0.3 0.4
C -0.845 -1.000 2.199 0.7 -0.3 -0.1
O 0.074 -1.712 2.499 -0.5 0.3 0.1
N -0.733 0.381 1.861 1.2 -0.3 -0.1
P -0.102 0.600 0.247 -1.8 0.5 -1.7
N -1.214 0.827 -0.823 0.8 0.0 0.2
C -0.055 1.129 2.924 -0.8 -0.1 0.9
C -0.859 2.354 3.330 0.0 0.3 -0.9
F 1.242 1.481 2.583 0.2 0.1 -0.2
H -2.887 -4.936 4.006 -0.1 0.0 -0.2
H -3.781 -3.995 5.230 -0.2 -0.1 0.0
H -2.090 -4.296 5.444 0.1 -0.1 0.1
H 0.803 1.673 0.258 0.3 -0.3 0.6
H 0.584 -0.599 -0.014 0.3 0.1 0.7
H -1.065 1.733 -1.280 -0.6 -0.5 0.2
H 0.025 0.476 3.787 0.2 -0.2 0.0
H -0.219 3.213 3.508 0.1 0.0 0.3
H -1.478 2.137 4.192 0.0 0.0 0.2
H -1.532 2.619 2.519 -0.1 0.1 -0.1
C -6.038 -2.066 -0.209 -0.1 0.0 0.0
C -6.867 -2.382 0.950 0.0 0.0 0.0
N -7.518 -2.631 1.861 0.0 0.0 0.0
H -6.191 -1.030 -0.502 0.0 0.0 0.0
H -4.991 -2.216 0.040 0.1 0.0 0.0
H -6.298 -2.716 -1.042 0.0 0.0 0.0
C 4.639 2.058 2.570 0.0 0.1 0.0
C 5.104 3.435 2.439 0.0 0.0 0.0
N 5.471 4.517 2.335 0.0 0.0 0.0
H 3.552 2.030 2.517 0.0 0.0 0.0
H 5.048 1.451 1.765 0.0 0.0 0.0
H 4.955 1.643 3.523 0.0 0.0 0.0
C -1.594 -3.711 -2.785 -0.2 -0.1 0.3
C -3.049 -3.756 -2.907 0.0 0.0 0.1
N -4.193 -3.789 -3.002 0.0 0.0 0.0
H -1.268 -4.409 -2.015 0.0 0.0 0.0
H -1.138 -3.979 -3.727 0.0 0.0 -0.1
H -1.278 -2.707 -2.513 0.0 0.1 -0.1
C 0.733 3.561 -4.132 -0.2 -0.3 0.3
C -0.339 3.394 -3.156 0.0 0.0 0.0
N -1.185 3.291 -2.385 0.1 0.4 -0.3
H 1.688 3.670 -3.623 0.0 0.0 0.0
H 0.771 2.693 -4.788 0.0 0.0 0.0
H 0.542 4.442 -4.725 0.0 0.1 -0.1
C 1.312 -2.910 7.385 0.0 0.0 0.0
C -0.056 -3.407 7.472 0.0 0.0 0.0
N -1.135 -3.792 7.538 0.1 -0.1 0.1
H 1.740 -2.835 8.382 0.0 0.0 0.0
H 1.914 -3.590 6.786 0.0 0.0 0.0
H 1.317 -1.928 6.917 0.0 0.0 0.0
C 7.468 -0.726 4.534 0.0 0.0 0.0
C 6.015 -0.848 4.584 0.0 0.0 0.0
N 4.872 -0.947 4.625 0.0 0.0 0.0
H 7.906 -1.196 5.411 0.0 0.0 0.0
H 7.847 -1.215 3.639 0.0 0.0 0.0
H 7.750 0.325 4.513 0.0 0.0 0.0
C -3.001 2.437 -6.474 0.0 0.0 0.0
C -1.746 1.737 -6.227 0.0 0.0 0.1
N -0.758 1.193 -6.017 0.0 0.0 -0.1
H -3.770 1.724 -6.762 0.0 0.0 0.0
H -3.314 2.953 -5.568 0.0 0.0 0.0
H -2.867 3.163 -7.273 0.0 0.0 0.0
C 0.199 -3.304 -7.547 0.0 0.0 0.0
C 0.022 -2.832 -6.179 0.0 0.1 0.0
N -0.120 -2.460 -5.103 0.2 0.0 -0.2
H -0.756 -3.286 -8.068 0.0 0.0 0.0
H 0.903 -2.660 -8.069 0.0 0.0 0.0
H 0.583 -4.322 -7.539 0.0 0.0 0.0
C 2.836 7.431 -4.589 0.0 0.0 0.0
C 2.430 6.291 -5.403 0.0 0.0 -0.1
N 2.108 5.395 -6.044 0.2 0.2 -0.1
H 2.914 7.131 -3.546 0.0 0.0 0.0
H 3.801 7.800 -4.928 0.0 0.0 0.0
H 2.098 8.226 -4.677 0.0 0.0 0.0